Density functional theory data (ωB97M-V with the def2-TZVPD basis set) for a cluster of 6 separate species, C47H64Cl10I2N2O2S2 in total at a distorted geometry.

Each line ends with the Mulliken charge.
Positions of all 129 atoms, in Å:
C: -3.3269 5.9542 1.0702  -1.01
C: -2.6118 6.8569 -0.0164  -0.48
C: -3.3425 6.8455 -1.4104  -0.58
C: -3.3586 5.3911 -2.0625  -0.17
C: -4.6258 5.1984 -2.9914  -0.80
C: -5.1643 3.7009 -2.9978  -0.89
C: -4.1430 2.8522 -3.8939  0.03
C: -4.8337 1.6537 -4.6614  -0.77
C: -4.3259 0.2112 -4.2564  -0.75
C: -3.2148 -0.3761 -5.2560  -1.10
C: -1.8322 0.1419 -4.7596  0.35
C: -0.9754 -0.5763 -3.7964  -0.65
C: 0.3164 -0.0259 -3.3230  0.50
C: 1.1123 -0.8948 -2.2840  -1.86
C: 0.6318 -0.7042 -0.7884  -0.38
C: 0.0250 -2.0415 -0.1549  -0.94
S: 0.2180 -2.1134 1.6643  0.28
C: 0.4011 -3.8362 2.1923  -0.07
S: 0.8741 -4.9621 1.0654  -0.19
N: 0.1914 -4.3121 3.5425  0.66
C: -0.9004 -3.6295 4.2324  -0.14
C: -2.1045 -4.4409 4.4870  -0.26
C: -3.2772 -3.9250 5.1943  -0.56
C: -3.2797 -2.5380 5.6658  -0.42
C: -2.0885 -1.7180 5.4101  -0.71
C: -0.9032 -2.2558 4.7224  0.54
C: 1.4238 -4.3876 4.3256  -0.13
C: 1.7889 -5.7439 4.7809  -0.07
C: 2.9591 -6.0406 5.5862  -0.52
C: 3.8380 -4.9322 5.9592  -0.42
C: 3.4827 -3.5803 5.5385  -0.57
C: 2.2897 -3.2748 4.7246  0.68
C: 0.8183 1.2800 -3.8144  0.29
C: 2.1480 1.9107 -3.3084  -1.03
I: 1.8807 3.9884 -2.6310  0.07
C: 3.3999 1.7294 -4.2911  -0.09
C: 4.1417 3.0847 -4.6684  -1.45
I: 2.9673 0.6712 -6.1328  0.06
C: -0.0213 1.9658 -4.7853  0.96
C: -1.3109 1.4084 -5.2517  0.38
C: -1.8599 2.4411 -6.2793  -0.26
O: -2.5846 2.3391 -7.2274  -0.58
N: -1.2561 3.6635 -5.7780  0.05
C: 0.1316 3.3286 -5.5309  -0.32
O: 1.0863 3.9596 -5.8800  -0.54
H: -3.0157 4.8906 0.8490  0.24
H: -4.4464 6.0257 1.0376  0.27
H: -2.9221 6.1794 2.0926  0.32
H: -2.6427 7.9192 0.3745  0.33
H: -1.5261 6.5900 -0.1022  0.23
H: -2.8070 7.5840 -2.0776  0.30
H: -4.3744 7.2602 -1.2647  0.33
H: -3.3285 4.5783 -1.2928  0.19
H: -2.3965 5.2974 -2.6482  0.12
H: -5.4716 5.8856 -2.6923  0.47
H: -4.3258 5.5405 -4.0231  0.30
H: -5.2505 3.3094 -1.9525  0.29
H: -6.1653 3.6853 -3.5000  0.42
H: -3.3070 2.4970 -3.2391  0.23
H: -3.7500 3.5896 -4.6503  -0.04
H: -5.9467 1.7792 -4.6038  0.49
H: -4.5709 1.7826 -5.7529  0.29
H: -5.1880 -0.4898 -4.1253  0.35
H: -3.8398 0.3017 -3.2391  0.42
H: -3.4272 -0.0685 -6.3137  0.43
H: -3.2527 -1.4890 -5.1386  0.43
H: -1.2968 -1.5727 -3.4028  0.38
H: 0.9215 -1.9693 -2.5647  0.60
H: 2.2086 -0.7272 -2.4342  0.52
H: -0.1205 0.1168 -0.6964  0.42
H: 1.5638 -0.4970 -0.1835  0.35
H: 0.4349 -2.9223 -0.7069  0.48
H: -1.0789 -2.0073 -0.3800  0.23
H: -2.1408 -5.5068 4.1620  0.26
H: -4.1421 -4.6088 5.3364  0.34
H: -4.1717 -2.1526 6.2138  0.34
H: -2.1237 -0.6575 5.7660  0.30
H: -0.0209 -1.6031 4.5554  -0.02
H: 1.1344 -6.6111 4.5029  0.29
H: 3.1821 -7.0852 5.8971  0.34
H: 4.7546 -5.1482 6.5632  0.34
H: 4.1541 -2.7346 5.8354  0.32
H: 2.0309 -2.2352 4.4189  -0.54
H: 2.4140 1.3581 -2.3643  0.52
H: 4.1767 1.1208 -3.7476  0.44
H: 4.9556 2.7781 -5.3909  0.45
H: 4.6566 3.5240 -3.7709  0.37
H: 3.4851 3.8071 -5.2085  0.33
H: -1.4203 4.4396 -6.4261  0.32
Cl: 3.5599 0.5099 7.1443  -0.20
C: 2.7831 1.7288 6.0998  0.15
C: 1.6073 1.1597 5.3390  -0.53
Cl: 2.1193 -0.0165 4.1020  -0.19
H: 3.5423 2.1277 5.4279  -0.28
H: 2.4464 2.5359 6.7514  0.38
H: 1.0806 1.9589 4.8160  0.38
H: 0.9001 0.6661 6.0063  0.33
Cl: -1.3261 -7.7979 1.8230  -0.08
C: -1.6256 -8.8430 0.4123  -0.50
C: -1.0325 -8.2714 -0.8548  -0.28
Cl: -1.8795 -6.7939 -1.3878  -0.19
H: -2.7018 -8.9882 0.3212  0.36
H: -1.1695 -9.8095 0.6313  0.27
H: -1.1211 -8.9955 -1.6623  0.00
H: 0.0227 -8.0296 -0.7296  0.41
Cl: 4.7919 3.9535 4.2610  -0.09
C: 6.1300 2.9067 3.7216  -0.56
C: 7.3236 2.9839 4.6465  -0.39
Cl: 8.1323 4.5691 4.5695  -0.19
H: 6.3922 3.1927 2.7035  0.38
H: 5.7445 1.8859 3.6992  0.23
H: 8.0631 2.2365 4.3572  0.32
H: 7.0396 2.7989 5.6820  0.29
Cl: 0.2000 -10.6742 -2.3918  -0.19
C: 0.3363 -10.2989 -4.1289  -0.46
C: 1.7738 -10.1261 -4.5629  -0.42
Cl: 2.5093 -8.6562 -3.8778  -0.17
H: -0.2530 -9.4038 -4.3283  0.33
H: -0.1169 -11.1309 -4.6686  0.34
H: 1.8218 -10.0289 -5.6480  0.30
H: 2.3853 -10.9789 -4.2700  0.31
Cl: 3.0473 6.3986 5.2546  -0.17
C: 2.2933 7.6009 4.1804  -0.45
C: 1.1229 7.0232 3.4199  -0.46
Cl: 1.6382 5.8142 2.2172  -0.15
H: 3.0609 7.9807 3.5068  0.32
H: 1.9568 8.4246 4.8109  0.33
H: 0.6088 7.8159 2.8742  0.27
H: 0.4052 6.5500 4.0896  0.31

Cartesian forces, eV/Å:
1.068 -0.576 -0.620
-0.745 0.788 0.551
0.701 -0.322 0.391
-0.185 0.867 -0.275
-0.107 -0.124 0.317
1.112 0.703 -1.218
-0.960 0.257 0.315
0.702 0.126 -0.693
0.093 0.484 0.328
-0.128 0.164 1.450
1.772 0.648 -0.275
0.736 2.136 -0.731
-1.082 0.479 -0.841
-0.889 -0.159 -0.868
1.014 -0.611 0.860
-0.771 0.224 -1.671
-0.215 -0.277 0.744
0.622 -1.521 -1.982
-0.222 0.822 0.921
0.109 2.843 -0.080
-2.918 0.396 1.811
-0.061 1.501 0.646
2.043 1.412 -0.543
1.889 -1.239 -1.223
-0.354 -1.763 -0.365
-1.773 -0.927 0.305
2.573 -1.570 1.951
0.603 0.761 0.316
-0.347 2.490 -0.725
-1.866 0.173 -1.108
-0.835 -0.944 -0.525
0.162 -2.486 0.435
-1.903 -0.149 -0.625
-0.076 -1.488 -0.039
-0.157 -0.788 0.146
0.769 1.467 0.795
0.661 -1.085 -0.696
0.135 0.087 0.415
-0.985 -1.693 0.224
1.711 -0.727 0.953
0.473 -0.397 2.320
0.168 0.101 0.453
0.446 -0.201 -2.099
-1.151 -0.992 1.031
-0.337 -0.197 0.273
-0.633 0.946 0.391
1.066 0.062 0.081
-0.576 -0.084 -0.873
0.129 -0.982 -0.491
-0.944 0.045 0.004
-0.578 -0.867 0.498
0.739 -0.571 -0.119
-0.152 0.814 -0.456
-1.054 -0.110 0.471
0.968 -0.635 0.006
-0.521 -0.568 0.811
0.008 0.304 -0.868
0.735 -0.041 0.528
-0.498 0.286 -0.710
-0.164 -0.884 0.803
0.950 -0.380 0.137
-0.477 -0.141 1.045
0.747 0.454 -0.384
-0.550 -0.257 -0.948
0.306 -0.342 1.012
0.203 0.883 -0.364
0.287 1.017 -0.414
0.282 1.022 0.148
-0.924 -0.124 0.394
0.856 -0.528 -0.026
-1.106 0.271 -0.497
-0.109 0.552 0.966
0.975 -0.297 0.402
0.261 1.057 0.145
0.742 0.733 -0.027
1.004 -0.193 -0.586
0.299 -1.113 -0.448
-0.833 -0.527 0.180
0.567 1.134 0.132
-0.232 0.997 -0.315
-0.970 0.460 -0.649
-0.780 -0.851 -0.335
0.505 -1.328 0.449
-0.299 0.831 -0.914
-1.007 0.334 -0.677
-0.752 0.438 0.757
-0.762 -0.314 -0.817
0.432 -0.580 0.693
0.389 -0.170 0.189
0.032 -0.075 0.000
-0.049 0.102 -0.090
-0.114 0.234 0.181
0.073 0.501 -0.137
-0.173 -0.136 0.105
-0.039 -0.063 -0.040
0.125 -0.001 -0.002
0.124 -0.077 -0.051
-0.054 -0.004 0.065
-0.037 -0.114 -0.086
-0.107 0.017 0.050
-0.018 0.112 0.037
0.071 0.107 -0.011
0.054 0.071 -0.062
-0.211 0.351 0.304
-0.097 0.055 0.032
0.232 0.076 -0.215
0.043 -0.226 -0.037
-0.011 -0.187 0.008
-0.019 0.032 0.021
-0.014 0.083 0.114
0.060 0.026 0.071
-0.063 0.047 -0.055
-0.033 0.095 -0.078
0.383 -0.599 -0.235
-0.059 -0.002 -0.256
0.001 -0.087 -0.099
-0.009 -0.014 0.046
0.105 -0.004 0.095
0.089 0.003 0.047
-0.085 0.025 0.059
-0.064 0.086 0.071
-0.074 0.105 0.108
-0.070 0.185 -0.044
-0.125 0.150 0.010
-0.016 -0.055 0.011
-0.035 -0.140 0.018
-0.055 -0.084 -0.020
0.097 -0.021 0.022
0.124 -0.027 -0.031

Its SMILES is CCCCCCCCCCc1cc(CCCSC(=S)N(c2ccccc2)c2ccccc2)c([C@H](I)[C@H](C)I)c2c1C(=O)NC2=O.ClCCCl.ClCCCl.ClCCCl.ClCCCl.ClCCCl. Its energy is -219944.882 eV.

Density functional theory data (ωB97M-V with the def2-TZVPD basis set) for a structure of composition C26H24BrIrN6O7P at a distorted geometry.

Each line ends with the Mulliken charge.
Positions of all 66 atoms, in Å:
Ir: -0.5553 0.8877 -0.4784  0.77
O: -2.0625 3.3671 1.3776  -0.56
C: -1.0988 2.6681 1.5069  -0.37
O: -0.1722 2.5007 0.5192  -0.77
C: -0.7485 1.9040 2.7035  0.51
C: -1.0854 2.4259 3.9391  -0.70
C: -0.6503 1.7924 5.0804  -0.89
C: 0.1534 0.6870 5.0079  -0.36
C: 0.5186 0.1866 3.7666  -0.02
C: 0.0284 0.7271 2.5502  0.79
O: 0.1756 0.1219 1.3633  -0.20
N: 1.4685 -0.9190 3.8633  0.87
O: 1.4311 -1.6362 4.8229  -0.59
O: 2.3236 -1.0269 2.9854  -0.53
N: -0.9938 2.3403 6.3993  1.07
O: -0.5763 1.7532 7.3658  -0.60
O: -1.6649 3.3426 6.4137  -0.60
H: -1.6948 3.3175 4.0091  0.66
H: 0.5193 0.2171 5.9113  0.69
C: -1.2325 -4.7087 -1.4602  -0.65
C: -0.0112 -4.5776 -2.1035  -0.94
C: 0.7880 -3.4687 -1.8591  -0.32
C: 0.3413 -2.5072 -0.9649  0.21
C: -0.8767 -2.6215 -0.3169  0.02
C: -1.6645 -3.7308 -0.5665  -1.06
N: 1.2250 -1.3420 -0.7570  2.02
N: 1.6537 -0.6993 -1.7498  -0.81
C: 0.7446 -0.3787 -2.7514  0.13
C: 1.1904 -0.3110 -4.0546  -0.58
C: 0.2667 -0.0272 -5.0541  -0.64
C: -1.0492 0.1719 -4.7005  -0.82
C: -1.3927 0.1526 -3.3485  -0.46
N: -0.5069 -0.0868 -2.3846  0.38
H: -1.8524 -5.5736 -1.6525  0.46
H: 0.3260 -5.3349 -2.7974  0.49
H: 1.7482 -3.3559 -2.3489  0.49
H: -1.1986 -1.8542 0.3758  0.47
H: -2.6174 -3.8345 -0.0663  0.50
H: 2.2322 -0.5087 -4.2669  0.55
H: 0.5769 0.0272 -6.0886  0.48
H: -1.8109 0.3574 -5.4440  0.50
H: -2.4059 0.3398 -3.0236  0.54
Br: -3.2992 0.8630 -0.2460  0.06
C: -2.8224 2.4074 -1.2153  0.51
C: -3.7008 3.4167 -1.5233  -0.74
C: -3.1790 4.4860 -2.2375  -0.32
C: -1.8366 4.4926 -2.5982  -0.91
C: -1.0359 3.4262 -2.2469  -0.24
N: -1.5348 2.3865 -1.5676  0.39
H: -4.7324 3.3806 -1.2078  0.51
H: -3.8222 5.3121 -2.5090  0.44
H: -1.4099 5.3196 -3.1466  0.47
H: 0.0156 3.3871 -2.4932  0.54
C: 3.7269 -2.4964 0.0175  -1.41
P: 2.4680 -1.3391 0.5532  1.21
C: 1.6211 -2.2383 1.8443  -1.74
C: 3.2097 0.2618 0.2553  -1.29
H: 4.5191 -2.4615 0.7712  0.50
H: 4.1457 -2.2084 -0.9457  0.44
H: 3.3327 -3.5114 -0.0248  0.40
H: 2.3982 -2.6553 2.4864  0.59
H: 1.0898 -3.0519 1.3508  0.77
H: 0.9391 -1.6251 2.4194  0.49
H: 4.0801 0.3579 0.8992  0.52
H: 2.5213 1.0806 0.4315  0.20
H: 3.5168 0.2248 -0.7896  0.48

Cartesian forces, eV/Å:
-0.614 2.465 0.160
-0.259 0.412 0.131
0.669 -0.046 -1.019
-0.237 0.729 1.386
0.244 -0.226 0.507
-0.228 -0.071 -0.255
0.153 -0.069 0.067
0.005 -0.052 0.146
-0.158 -0.268 -0.054
-0.223 -0.092 -0.758
0.705 -0.716 0.596
1.266 2.594 1.586
-0.095 -0.786 0.134
4.015 6.706 5.795
-0.012 0.062 -0.073
0.174 -0.280 0.301
-0.226 0.287 -0.064
0.044 0.020 -0.054
-0.028 0.057 -0.031
-0.004 0.049 0.027
-0.005 0.018 0.062
0.230 0.132 -0.136
-0.779 0.384 0.176
-0.073 0.100 0.272
0.100 -0.065 -0.076
0.867 -1.166 -1.089
-0.009 0.852 0.251
0.081 -0.667 -1.197
0.263 -0.108 0.123
-0.039 0.023 -0.187
-0.016 -0.116 0.051
0.045 -0.210 0.109
-0.365 -0.791 0.211
0.002 -0.007 -0.006
0.019 -0.003 0.003
-0.012 -0.045 -0.030
0.048 0.017 -0.010
0.001 0.000 0.006
-0.015 0.019 -0.063
0.019 -0.016 0.004
-0.015 0.033 0.018
-0.007 0.117 -0.007
-0.425 -0.227 0.091
0.127 0.035 -0.245
0.097 0.045 -0.034
0.030 0.030 -0.029
-0.062 0.034 -0.039
-0.039 -0.024 0.054
-0.251 -0.535 -0.303
-0.006 -0.018 0.017
0.016 0.022 0.017
-0.012 0.012 0.007
0.018 -0.007 0.043
-0.075 -0.041 -0.213
-0.639 -1.029 -0.428
-2.344 -3.686 -2.848
-0.139 0.049 0.762
0.006 -0.010 -0.006
0.049 0.009 0.001
-0.003 0.016 0.041
-0.540 -1.255 -0.622
0.124 -0.445 -0.767
-1.511 -2.433 -2.916
0.094 0.032 0.131
-0.136 0.109 0.091
0.089 0.039 0.182

The spin multiplicity is 2. Its net charge is +2. Its energy relative to the best compared isomer or geometry (same formula, charge and spin) is 186.4 kcal/mol. Its energy is -132766.950 eV.